[1]
{"formula": "C19H39As3ClNO4SSiSr", "method": "ωB97M-V with the def2-TZVPD basis set", "symbols": ["Sr", "As", "As", "As", "Cl", "S", "Si", "O", "O", "O", "O", "N", "C", "C", "C", "C", "C", "C", "C", "C", "C", "C", "C", "C", "C", "C", "C", "C", "C", "C", "C", "H", "H", "H", "H", "H", "H", "H", "H", "H", "H", "H", "H", "H", "H", "H", "H", "H", "H", "H", "H", "H", "H", "H", "H", "H", "H", "H", "H", "H", "H", "H", "H", "H", "H", "H", "H", "H", "H", "H"], "xyz": [[-1.573, 1.130, 0.667], [1.478, 0.545, 0.068], [4.811, 2.250, -3.877], [-1.069, 0.739, -2.434], [-1.666, 3.857, 0.542], [-2.597, -1.495, 1.210], [-3.826, -3.194, 3.832], [-1.447, 3.275, 1.880], [-0.516, 3.462, -0.262], [-2.828, 3.140, -0.008], [-1.863, 5.248, 0.580], [-1.430, 0.126, 3.012], [2.019, 1.639, 1.603], [-2.732, -1.651, 3.979], [-4.226, -3.740, 5.587], [5.579, 1.500, -2.229], [2.243, 1.695, -1.324], [-5.439, -2.798, 2.969], [0.521, 1.612, -3.220], [2.330, -0.133, -3.075], [-1.152, 0.583, 4.235], [2.834, 2.263, -3.674], [2.831, -0.849, 0.252], [-1.611, -0.019, 5.382], [1.979, 1.323, -2.790], [-0.885, -1.122, -3.001], [5.038, 0.651, -4.996], [-2.922, -4.603, 2.995], [-2.407, -1.154, 5.230], [-2.218, -0.960, 2.854], [-2.314, 1.319, -3.819], [-3.329, -3.963, 6.168], [3.076, 1.892, 1.517], [1.853, 1.064, 2.514], [-2.354, 2.407, -3.840], [-3.309, 0.939, -3.591], [2.173, -0.368, -4.131], [0.444, 1.405, -4.293], [2.509, 2.153, -4.715], [-2.650, -4.355, 1.971], [6.631, 1.319, -2.454], [-1.995, 0.946, -4.793], [-2.009, -4.852, 3.543], [2.737, -1.591, -0.537], [-0.321, -1.703, -2.275], [-5.268, -2.443, 1.954], [6.077, 0.612, -5.319], [0.328, 2.681, -3.092], [3.316, 1.715, -1.138], [2.694, -1.345, 1.212], [-6.070, -3.690, 2.927], [-1.362, 0.380, 6.355], [-5.986, -2.026, 3.517], [5.128, 0.563, -1.907], [5.533, 2.228, -1.421], [2.596, 3.296, -3.404], [1.433, 2.556, 1.648], [4.791, -0.275, -4.480], [-0.534, 1.474, 4.279], [4.410, 0.745, -5.882], [3.371, -0.346, -2.839], [1.718, -0.827, -2.499], [-3.556, -5.494, 2.984], [-4.809, -2.994, 6.132], [-2.777, -1.650, 6.120], [1.867, 2.702, -1.126], [-1.887, -1.547, -3.058], [-0.412, -1.185, -3.981], [-4.824, -4.655, 5.552], [3.827, -0.406, 0.217]], "atomic_forces_ev_per_a": [[-0.04, -2.01, 0.11], [-0.02, 0.05, 0.12], [0.02, 0.03, -0.04], [0.14, -0.05, 0.00], [-0.18, 0.09, 0.23], [0.17, 0.22, 0.34], [0.02, 0.08, -0.06], [-0.06, 0.83, -0.32], [-0.10, 0.24, 0.05], [0.17, 0.80, 0.05], [0.02, 0.12, -0.01], [-0.12, -0.03, -0.27], [0.10, -0.05, -0.08], [-0.11, -0.17, 0.02], [-0.02, -0.03, 0.00], [0.00, 0.01, -0.01], [0.07, -0.04, -0.04], [0.00, -0.01, 0.04], [0.04, -0.02, -0.07], [0.01, -0.13, -0.05], [0.04, -0.01, 0.15], [-0.04, -0.03, 0.01], [0.07, 0.03, -0.03], [0.03, 0.03, -0.10], [-0.03, 0.06, -0.03], [-0.04, -0.02, -0.09], [-0.01, -0.01, 0.02], [0.01, 0.00, 0.05], [0.03, 0.02, 0.05], [-0.02, -0.21, -0.09], [0.05, 0.02, -0.04], [0.01, 0.00, -0.01], [0.00, 0.02, 0.06], [0.01, 0.01, 0.01], [-0.01, 0.00, 0.01], [0.00, -0.01, -0.01], [0.03, 0.03, 0.00], [0.00, 0.01, 0.00], [0.03, 0.02, -0.01], [-0.01, 0.02, -0.01], [0.00, 0.00, 0.01], [-0.02, 0.02, -0.01], [0.00, 0.00, 0.00], [-0.01, 0.01, 0.00], [0.02, 0.03, 0.02], [0.01, -0.01, 0.01], [0.00, -0.01, -0.01], [-0.04, 0.00, 0.02], [0.04, 0.02, -0.01], [-0.04, 0.02, 0.01], [0.00, 0.00, 0.01], [0.00, 0.00, 0.00], [0.00, 0.00, 0.00], [-0.02, -0.02, 0.00], [-0.02, 0.00, 0.01], [-0.01, 0.00, 0.02], [-0.02, -0.01, -0.04], [0.01, 0.00, -0.01], [-0.01, 0.00, -0.01], [0.01, 0.00, -0.01], [0.03, 0.03, 0.03], [-0.05, 0.05, 0.04], [0.00, 0.00, 0.00], [0.01, 0.01, -0.01], [-0.02, -0.01, -0.02], [-0.07, -0.02, 0.02], [0.00, 0.02, 0.00], [0.00, -0.03, 0.00], [0.00, 0.01, -0.01], [0.00, -0.01, 0.00]], "nbo_charge": [1.73, 0.80, 0.89, 0.81, 2.50, -0.54, 1.64, -0.89, -0.88, -0.89, -0.75, -0.63, -0.95, -0.52, -1.12, -0.96, -0.72, -1.12, -0.70, -0.62, 0.05, -0.72, -0.94, -0.29, -0.07, -0.95, -0.96, -1.12, -0.13, 0.12, -0.94, 0.23, 0.22, 0.23, 0.24, 0.24, 0.21, 0.21, 0.22, 0.26, 0.23, 0.22, 0.23, 0.23, 0.23, 0.26, 0.23, 0.23, 0.22, 0.24, 0.23, 0.22, 0.23, 0.21, 0.23, 0.23, 0.24, 0.21, 0.20, 0.23, 0.21, 0.21, 0.23, 0.23, 0.21, 0.24, 0.24, 0.22, 0.24, 0.22], "total_charge": 0}

***

[2]
{"formula": "C19H39BrCuN2O7P2", "method": "ωB97M-V with the def2-TZVPD basis set", "symbols": ["Br", "Cu", "P", "P", "O", "O", "O", "O", "O", "O", "O", "N", "N", "C", "C", "C", "C", "C", "C", "C", "C", "C", "C", "C", "C", "C", "C", "C", "C", "C", "C", "C", "H", "H", "H", "H", "H", "H", "H", "H", "H", "H", "H", "H", "H", "H", "H", "H", "H", "H", "H", "H", "H", "H", "H", "H", "H", "H", "H", "H", "H", "H", "H", "H", "H", "H", "H", "H", "H", "H", "H"], "xyz": [[7.168, -1.244, -0.290], [8.712, 0.784, -1.083], [0.826, 1.863, 1.261], [1.698, 1.557, 3.244], [0.852, 2.641, 4.060], [5.297, 0.885, -0.034], [-8.632, -2.891, 0.324], [-8.448, -0.684, -0.019], [1.637, 0.235, 3.868], [3.183, 2.187, 3.154], [4.502, -2.814, -1.379], [1.635, 0.765, 0.159], [1.995, -3.667, -1.449], [-1.694, 1.159, -1.232], [-10.242, -1.435, 1.346], [-3.075, 0.544, -0.997], [6.368, 0.361, 0.604], [4.054, 0.098, -0.214], [-9.038, -1.778, 0.512], [2.999, 1.233, -0.069], [2.129, -2.213, -1.587], [3.759, -0.710, 2.148], [-5.565, 1.174, -1.144], [-4.146, 1.616, -0.754], [4.071, -0.463, -1.665], [0.841, 0.829, -1.100], [-6.359, 0.537, 0.016], [-7.047, -0.789, -0.332], [3.588, -1.884, -1.959], [3.848, -0.949, 0.849], [-0.547, 0.181, -0.980], [7.464, 1.409, 0.587], [-4.165, 1.869, 0.311], [-3.889, 2.535, -1.285], [3.523, 0.219, -2.317], [-11.095, -2.013, 0.997], [-6.633, -1.629, 0.224], [2.268, -3.958, -0.518], [0.981, 3.554, 3.774], [1.018, -3.919, -1.541], [-5.507, 0.447, -1.959], [3.056, 1.861, -0.968], [-10.032, -1.725, 2.375], [1.817, -1.680, -0.684], [4.116, 0.213, 2.592], [8.413, 0.984, 0.936], [1.411, 0.334, -1.882], [0.740, 1.883, -1.407], [-6.953, -1.019, -1.395], [3.349, 1.858, 0.755], [1.487, -1.935, -2.424], [3.639, -1.996, -3.048], [-6.124, 2.029, -1.526], [3.670, 1.892, 3.939], [4.612, -3.546, -1.991], [6.156, 0.058, 1.628], [5.103, -0.420, -2.015], [-1.584, 2.046, -0.596], [-1.635, 1.528, -2.261], [-0.618, -0.602, -1.739], [-3.020, -0.116, -0.126], [-5.698, 0.362, 0.868], [7.204, 2.270, 1.202], [-3.366, -0.041, -1.872], [7.477, 1.828, -0.456], [-7.149, 1.210, 0.349], [-0.653, -0.268, 0.008], [-10.477, -0.375, 1.302], [3.317, -1.443, 2.807], [3.736, -1.969, 0.515], [-0.332, 1.136, 1.584]], "atomic_forces_ev_per_a": [[0.48, 0.08, -0.36], [0.16, -1.02, -0.36], [0.36, 0.70, -0.26], [-0.57, -0.35, 0.06], [0.00, -0.02, -0.03], [0.33, -0.27, -0.38], [0.15, -0.17, 0.19], [0.05, 0.20, 0.64], [0.14, 0.08, 0.14], [-0.07, 0.15, 0.13], [0.22, 0.29, 0.08], [-0.40, 0.29, -0.09], [-0.23, 0.08, -0.02], [-0.05, 0.05, 0.16], [-0.10, 0.03, -0.23], [0.02, 0.40, 0.03], [-0.35, 0.75, 0.46], [-0.34, -0.06, -0.04], [-0.08, 0.10, -0.32], [0.34, -0.05, 0.02], [0.12, -0.46, 0.23], [0.39, -0.07, 0.10], [-0.05, -0.10, 0.22], [-0.29, -0.06, 0.00], [0.21, -0.01, 0.04], [-0.04, 0.02, 0.06], [-0.09, -0.26, -0.12], [-0.04, -0.07, -0.34], [-0.05, -0.11, -0.32], [0.17, -0.13, -0.05], [0.06, 0.28, -0.39], [-0.31, 0.21, 0.05], [0.16, 0.17, -0.05], [0.08, -0.08, -0.10], [-0.04, 0.04, 0.06], [0.02, -0.05, 0.05], [-0.01, -0.02, -0.03], [0.14, -0.03, -0.06], [0.00, 0.00, 0.02], [0.03, -0.06, -0.04], [0.06, 0.12, -0.09], [0.01, 0.03, 0.04], [-0.01, 0.00, -0.01], [-0.07, 0.12, -0.10], [-0.51, -0.01, -0.15], [0.03, 0.15, 0.32], [0.09, -0.03, 0.03], [-0.04, -0.05, -0.06], [-0.02, -0.01, 0.01], [-0.09, -0.10, 0.10], [0.00, 0.31, 0.10], [0.13, 0.05, 0.01], [0.01, -0.02, -0.05], [0.04, 0.14, -0.02], [-0.23, -0.14, 0.12], [0.04, -0.53, -0.14], [-0.02, -0.03, -0.01], [0.06, -0.07, 0.07], [0.01, 0.04, 0.02], [-0.04, -0.23, 0.25], [-0.10, -0.17, -0.12], [-0.01, 0.09, 0.02], [0.10, 0.02, 0.00], [0.09, -0.19, 0.10], [-0.26, 0.46, 0.16], [0.10, 0.08, 0.08], [0.00, -0.21, -0.09], [0.04, 0.01, 0.02], [0.49, -0.14, 0.18], [-0.48, 0.05, -0.13], [0.05, -0.22, 0.19]], "lowdin_charge": [0.90, 0.52, 0.92, 0.26, -0.17, -0.11, 0.11, -0.02, -0.30, -0.21, -0.09, -0.36, 0.02, -0.24, 0.02, -0.21, -0.69, -0.36, -0.54, -0.20, -0.23, 0.04, -0.19, -0.21, -0.07, -0.28, -0.15, -0.16, -0.36, -0.10, -0.22, -0.13, 0.11, 0.11, 0.12, 0.09, 0.12, 0.07, 0.08, 0.07, 0.10, 0.13, 0.09, 0.10, 0.05, 0.08, 0.09, 0.11, 0.12, 0.09, 0.12, 0.15, 0.11, 0.09, 0.10, 0.11, 0.09, 0.09, 0.12, 0.11, 0.12, 0.11, 0.12, 0.11, 0.08, 0.12, 0.09, 0.08, 0.08, 0.10, -0.04], "total_charge": 1}

***

Number 1: energy -8988.845663 Eh, largest force on an atom 2.0 eV Å⁻¹, frontier orbital gap 7.976 eV. Number 2: energy -6280.498000 Eh, largest force on an atom 1.1 eV Å⁻¹, frontier orbital gap 5.810 eV.